DFT (the ωB97M-V functional and the def2-TZVPD basis) results for C9H15IrN4S5Sb as an isolated structure.

Computed properties:
HOMO-LUMO gap (spin up / spin down): 7.0944 / 5.8424 eV
HOMO level (spin up / spin down): -7.325 / -8.186 eV

Geometry as ORCA input:
```
! RIJCOSX wB97M-V def2-TZVPD def2/J DEFGRID3
* xyz 0 6
Ir -0.042 -0.729 -0.049
S 0.300 -4.606 2.063
Sb -1.511 -3.232 1.412
S -0.966 -1.023 2.109
S -1.133 -2.656 -0.865
S -3.379 -4.208 2.127
C 2.375 4.306 0.348
C 1.485 3.636 -0.625
N 1.321 3.969 -1.863
N 0.430 3.062 -2.351
C 0.043 2.160 -1.444
S -1.010 0.862 -1.668
N 0.709 2.538 -0.318
N 0.607 1.856 0.874
H 2.835 5.164 -0.133
H 3.159 3.627 0.685
H 1.814 4.641 1.221
H 0.152 3.087 -3.316
H 0.058 2.366 1.555
H 1.516 1.575 1.222
C 5.173 -1.258 1.139
C 4.622 -1.076 -0.282
C 5.249 0.168 -0.927
C 4.949 -2.316 -1.127
C 3.166 -0.913 -0.221
C 1.954 -0.783 -0.168
H 6.255 -1.400 1.100
H 4.726 -2.129 1.618
H 4.961 -0.383 1.754
H 6.331 0.045 -0.993
H 5.040 1.060 -0.333
H 4.856 0.323 -1.932
H 6.032 -2.448 -1.183
H 4.559 -2.208 -2.139
H 4.512 -3.210 -0.685
*
```

---

DFT (the ωB97M-V functional and the def2-TZVPD basis) results for a 22-piece molecular cluster, C34H97BrF7N3O23S overall.

Computed properties:
HOMO-LUMO gap: 8.3977 eV
HOMO level: -9.704 eV

Geometry as ORCA input:
```
! RIJCOSX wB97M-V def2-TZVPD def2/J DEFGRID3
* xyz 0 1
C 3.217 -1.661 2.445
C 2.153 -2.607 1.565
C 2.341 -2.157 0.010
Br 4.295 -1.902 -0.533
C 1.454 -2.941 -1.111
C 1.925 -2.195 -2.545
N 2.434 -1.790 -3.692
C -0.091 -2.360 -0.991
C -1.109 -3.118 -0.003
C -1.616 -2.597 1.503
N -1.719 -4.309 -0.418
C 1.626 -4.521 -1.296
C 1.265 -5.472 0.035
N 1.002 -5.934 1.217
S 3.212 -5.235 -1.944
O 3.809 -4.609 -3.223
O 2.809 -6.696 -2.408
C 4.600 -5.471 -0.706
F 4.318 -4.981 0.662
F 5.789 -4.751 -1.303
C 5.108 -7.038 -0.528
F 3.987 -7.872 0.051
F 5.589 -7.597 -1.848
C 6.356 -7.251 0.506
F 7.024 -6.040 1.004
F 7.422 -8.070 -0.184
F 5.947 -8.092 1.692
H 4.233 -2.267 2.440
H 3.335 -0.604 1.936
H 2.856 -1.605 3.564
H 2.441 -3.707 1.828
H 1.104 -2.397 2.038
H 1.939 -1.029 -0.023
H -0.536 -2.435 -2.097
H -0.110 -1.205 -0.736
H -1.315 -1.445 1.592
H -2.786 -2.622 1.571
H -1.058 -3.165 2.360
H -2.360 -4.631 0.367
H 0.789 -4.857 -2.084
C 1.422 -10.374 1.149
O 0.364 -9.473 1.421
H 1.266 -11.290 1.725
H 1.432 -10.614 0.083
H 2.372 -9.921 1.441
H 0.530 -8.671 0.897
C 4.211 1.559 -4.759
O 2.927 1.224 -4.264
H 4.225 2.620 -5.020
H 4.961 1.365 -3.989
H 4.425 0.964 -5.651
H 2.945 0.278 -4.042
C 6.163 4.577 -5.604
O 6.566 3.854 -4.456
H 5.115 4.864 -5.494
H 6.777 5.476 -5.703
H 6.275 3.947 -6.490
H 7.499 3.613 -4.582
C -3.749 -0.969 4.480
O -4.023 -1.661 3.276
H -2.743 -1.229 4.818
H -3.805 0.108 4.303
H -4.475 -1.261 5.243
H -4.922 -1.410 3.000
C 0.344 -1.395 5.968
O -0.456 -2.046 4.998
H 1.181 -0.904 5.466
H -0.254 -0.645 6.492
H 0.728 -2.131 6.678
H -1.190 -2.472 5.472
C 7.322 7.471 -3.153
O 6.039 7.136 -2.658
H 7.337 8.532 -3.414
H 8.073 7.277 -2.383
H 7.537 6.876 -4.044
H 6.056 6.190 -2.436
C 2.226 5.269 -5.724
O 2.956 5.610 -6.888
H 2.913 5.220 -4.876
H 1.467 6.031 -5.532
H 1.752 4.294 -5.863
H 2.320 5.646 -7.623
C 2.693 0.993 -8.579
O 1.809 1.906 -7.956
H 3.169 1.484 -9.432
H 3.461 0.682 -7.866
H 2.132 0.123 -8.930
H 1.403 1.442 -7.204
C -1.952 1.849 0.471
O -1.733 0.518 0.901
H -1.054 2.211 -0.036
H -2.795 1.875 -0.223
H -2.159 2.484 1.336
H -2.545 0.225 1.347
C 3.025 3.826 -1.543
O 2.032 2.864 -1.848
H 2.982 4.055 -0.475
H 4.011 3.423 -1.787
H 2.839 4.737 -2.116
H 2.094 2.681 -2.801
C -3.922 3.368 4.996
O -4.486 2.453 4.074
H -2.914 3.035 5.254
H -3.871 4.360 4.541
H -4.535 3.401 5.900
H -5.380 2.774 3.864
C -7.835 -2.512 1.425
O -6.942 -1.479 1.049
H -8.165 -2.339 2.451
H -8.701 -2.506 0.759
H -7.323 -3.476 1.366
H -6.666 -1.659 0.134
C -5.337 5.889 1.787
O -5.916 5.016 2.739
H -4.481 5.392 1.324
H -6.074 6.132 1.018
H -5.000 6.801 2.285
H -6.672 5.484 3.133
C 1.303 -12.416 -2.172
O 1.705 -13.139 -1.023
H 0.254 -12.129 -2.061
H 1.916 -11.517 -2.271
H 1.415 -13.046 -3.058
H 2.639 -13.380 -1.149
C 8.643 -3.632 -3.567
O 7.759 -2.719 -2.944
H 9.119 -3.140 -4.419
H 9.411 -3.942 -2.854
H 8.083 -4.502 -3.918
H 7.353 -3.183 -2.192
C -3.844 9.395 0.010
O -4.837 8.434 -0.295
H -3.887 9.624 1.077
H -2.858 8.993 -0.235
H -4.029 10.307 -0.564
H -4.774 8.251 -1.248
C -1.673 0.563 -6.447
O -1.271 -0.161 -5.298
H -2.722 0.850 -6.336
H -1.060 1.462 -6.546
H -1.561 -0.067 -7.333
H -0.337 -0.402 -5.425
C -7.288 1.553 0.851
O -7.394 2.566 1.834
H -8.167 0.906 0.911
H -7.242 2.009 -0.141
H -6.389 0.960 1.033
H -6.601 3.124 1.756
C -3.196 3.688 8.747
O -4.427 3.725 8.049
H -2.380 3.840 8.037
H -3.177 4.483 9.497
H -3.079 2.714 9.230
H -5.131 3.587 8.705
C -4.369 7.634 5.057
O -5.601 7.671 4.359
H -3.554 7.786 4.346
H -4.350 8.429 5.806
H -4.252 6.660 5.539
H -6.305 7.533 5.014
C -7.246 1.170 6.027
O -7.352 2.183 7.010
H -8.124 0.523 6.087
H -7.199 1.626 5.035
H -6.346 0.576 6.209
H -6.559 2.740 6.932
*
```

---

DFT (the ωB97M-V functional and the def2-TZVPD basis) results for an isolated ion of composition C6H13N2O and charge +1.

Computed properties:
HOMO-LUMO gap: 8.1035 eV
Relative energy (zero: lowest compared OMol25 entry of this formula, charge and spin): 47.7 kcal per mole
HOMO level: -12.942 eV

Geometry as ORCA input:
```
! RIJCOSX wB97M-V def2-TZVPD def2/J DEFGRID3
* xyz 1 1
C 0.799 -0.692 2.647
N 0.109 -1.467 1.582
C -1.250 -1.114 1.425
C -1.254 0.078 0.500
O -1.827 1.117 0.800
N -0.353 0.070 -0.540
C -0.335 0.814 -1.593
C 0.634 0.372 -2.588
C -1.249 1.919 -1.894
H 0.567 0.351 2.543
H 0.524 -1.028 3.663
H 1.838 -0.806 2.529
H 0.429 -2.383 1.345
H -1.706 -0.890 2.368
H -1.963 -1.921 0.900
H 0.366 -0.715 -0.537
H 1.220 1.088 -3.146
H 0.054 0.014 -3.335
H 1.345 -0.272 -2.271
H -2.252 1.800 -1.553
H -1.114 2.211 -2.894
H -0.744 2.817 -1.383
*
```

---

DFT (the ωB97M-V functional and the def2-TZVPD basis) results for the molecule C4H12N2O.

Computed properties:
HOMO-LUMO gap: 9.8067 eV
Relative energy (zero: lowest compared OMol25 entry of this formula, charge and spin): 43.8 kcal per mole
HOMO level: -8.805 eV

Geometry as ORCA input:
```
! RIJCOSX wB97M-V def2-TZVPD def2/J DEFGRID3
* xyz 0 1
C 1.868 -1.435 -1.430
C 1.162 -0.824 -0.212
O 1.877 0.338 0.213
C -0.258 -0.383 -0.576
N -1.015 -0.072 0.677
C -1.383 1.331 0.714
N -2.293 1.632 1.852
H 2.110 -0.630 -2.119
H 1.179 -2.102 -1.961
H 2.575 -2.188 -1.076
H 1.051 -1.528 0.608
H 2.613 0.458 -0.392
H -0.398 0.472 -1.243
H -0.756 -1.208 -1.093
H -1.826 -0.671 0.677
H -0.492 1.952 0.713
H -2.004 1.520 -0.180
H -2.077 0.884 2.513
H -1.932 2.456 2.317
*
```

---

DFT (the ωB97M-V functional and the def2-TZVPD basis) results for the molecule C12H17FN2O4S2.

Computed properties:
HOMO-LUMO gap: 10.1915 eV
HOMO level: -9.784 eV

Geometry as ORCA input:
```
! RIJCOSX wB97M-V def2-TZVPD def2/J DEFGRID3
* xyz 0 1
C 1.644 -4.538 1.696
C 1.351 -3.106 1.304
S 2.146 -2.836 -0.318
O 1.524 -3.719 -1.259
O 3.563 -2.914 -0.120
N 1.830 -1.293 -0.848
C 2.489 -0.184 -0.209
C 1.582 0.488 0.823
N 0.324 0.849 0.190
S -0.679 1.719 1.240
O -1.423 0.816 2.074
O 0.126 2.721 1.867
C -1.785 2.494 0.067
C -3.128 2.167 0.054
C -3.968 2.774 -0.864
C -3.426 3.696 -1.745
F -4.234 4.287 -2.641
C -2.081 4.032 -1.736
C -1.253 3.418 -0.813
C -0.368 -0.301 -0.358
C 0.532 -0.991 -1.388
H 1.244 -5.209 0.940
H 2.720 -4.685 1.749
H 1.201 -4.779 2.661
H 0.288 -2.925 1.180
H 1.791 -2.396 1.998
H 2.760 0.546 -0.979
H 3.397 -0.573 0.252
H 1.401 -0.183 1.675
H 2.026 1.412 1.196
H -3.495 1.446 0.768
H -5.021 2.548 -0.905
H -1.706 4.760 -2.439
H -0.202 3.649 -0.754
H -0.651 -0.993 0.448
H -1.281 0.061 -0.836
H 0.663 -0.325 -2.247
H 0.099 -1.933 -1.725
*
```

---

DFT (the ωB97M-V functional and the def2-TZVPD basis) results for C19H18ClN5O5 as an isolated structure.

Computed properties:
HOMO-LUMO gap: 6.0375 eV
Relative energy (zero: lowest compared OMol25 entry of this formula, charge and spin): 342.8 kcal per mole
HOMO level: -8.060 eV

Geometry as ORCA input:
```
! RIJCOSX wB97M-V def2-TZVPD def2/J DEFGRID3
* xyz 0 1
C 6.502 0.733 1.215
C 5.820 -0.553 0.900
O 6.199 -1.537 1.266
N 4.557 -0.333 0.212
C 3.571 -1.387 -0.352
C 3.795 -2.657 -0.244
C 2.828 -3.621 -0.547
C 1.617 -3.060 -1.172
C 1.267 -1.716 -1.060
C 2.292 -0.834 -0.566
N 1.675 0.731 -0.481
C 2.182 1.847 -0.687
O 3.502 1.820 -0.767
C 1.307 3.006 -0.581
C -0.081 2.540 -0.254
N -1.043 2.422 -0.897
N -2.163 1.746 -0.649
C -2.324 0.584 -0.145
O -1.195 0.097 0.021
C -3.697 0.133 -0.006
C -4.836 0.888 -0.077
C -6.175 0.427 0.273
C -6.193 -0.945 0.148
C -5.120 -1.817 0.162
C -3.808 -1.132 -0.361
H -2.837 -1.893 -0.206
H -5.180 -3.123 -0.009
N -7.433 -1.565 0.147
O -8.529 -1.168 -0.089
O -7.429 -2.895 0.685
Cl -7.392 1.491 0.273
H -4.734 1.941 -0.056
H -2.922 2.330 -1.234
C -0.262 2.196 1.318
H -0.174 1.196 1.581
H 0.551 3.078 1.939
H -1.210 2.638 1.485
H 1.724 3.744 0.237
H 1.207 3.291 -1.642
H 0.601 0.629 -0.403
H 0.400 -1.490 -1.045
H 0.755 -3.721 -1.130
H 3.089 -4.580 -0.742
H 4.790 -3.029 0.014
H 4.215 0.734 -0.098
H 6.835 1.139 0.164
H 7.457 0.391 1.695
H 5.997 1.283 1.764
*
```